Molecular formula: C72H183N13O23
Method: DFT, ωB97M-V/def2-TZVPD

## Properties
frontier orbital gap = 0.329 Eh
net charge = 0
total energy = -144076.246 eV

Structure (XYZ):
```
291
Properties=species:S:1:pos:R:3:forces:R:3
C 28.7857 21.2514 10.9383 0.011 -0.931 -2.113
O 28.5805 21.8241 12.1390 -0.779 0.643 3.056
C 28.5715 20.9222 13.2689 -0.271 1.219 -0.369
C 27.3879 19.9385 13.2796 0.030 0.330 0.493
N 27.6757 18.8654 14.2011 0.747 -0.304 1.228
C 26.5677 18.0113 14.6796 0.698 1.001 -1.641
C 27.1601 17.1680 15.7678 -1.405 -0.201 1.390
O 26.1367 16.2037 16.2524 1.821 1.872 0.012
C 26.0092 15.2004 15.3459 -1.787 -1.341 -2.635
H 27.8534 21.1556 10.3751 -0.262 0.098 -0.205
H 29.1470 20.2008 10.9900 0.477 0.641 -0.001
H 29.4286 21.9514 10.3854 0.158 -0.684 -0.220
H 28.6996 21.5515 14.1677 -0.826 -0.266 -0.366
H 29.5182 20.4426 13.2288 0.800 -1.292 -0.108
H 27.2642 19.5085 12.2969 -0.154 -0.026 -0.457
H 26.4491 20.4265 13.5797 0.025 0.336 -0.334
H 28.0300 19.3093 15.0543 0.221 -0.099 -0.297
H 26.1703 17.4668 13.8049 0.270 -0.117 0.491
H 25.7726 18.6355 15.0312 -0.853 0.345 0.517
H 27.3440 17.7846 16.6909 0.173 -0.454 -0.949
H 28.1025 16.7615 15.3527 -0.476 -0.496 0.638
H 26.7961 14.4670 15.3706 0.838 -0.142 -0.143
H 25.7855 15.5314 14.2715 0.912 -0.130 1.237
H 25.1010 14.6260 15.4982 -0.356 -0.021 0.721
C 33.9641 27.3468 15.8041 -0.811 0.194 -1.798
O 33.0411 26.2352 15.6855 0.416 1.417 0.046
C 32.0243 26.5355 14.7239 1.028 -0.076 -0.098
C 31.0184 25.4518 14.7544 -2.020 0.039 0.832
N 30.2363 25.3290 16.0488 0.437 0.415 -1.103
C 29.2902 24.1912 15.9902 1.521 -0.703 0.342
C 29.8957 22.8579 16.5334 -0.637 0.524 -1.230
O 29.0246 21.7231 16.3279 0.997 0.511 -0.171
C 27.8338 21.7468 17.1060 1.605 0.449 -0.195
H 34.5599 27.4380 14.8636 -0.083 -0.344 0.582
H 34.6323 27.2430 16.6491 -0.213 -0.182 0.192
H 33.3931 28.3040 15.7999 0.295 -0.515 0.623
H 32.4301 26.5173 13.6812 0.081 0.198 0.630
H 31.5689 27.5297 14.8749 0.163 -0.249 0.275
H 31.5022 24.4966 14.5425 -0.076 -0.025 -0.504
H 30.2968 25.7991 13.9741 0.303 -0.964 0.360
H 30.9139 25.3402 16.8116 -0.427 -0.438 -0.027
H 29.0790 24.0504 14.9296 -0.468 -0.043 0.084
H 28.3959 24.3254 16.5730 -0.544 0.793 0.016
H 30.1575 23.0192 17.5753 0.013 -0.301 0.423
H 30.8024 22.7115 15.9418 0.012 -0.548 0.256
H 27.3116 20.8418 16.9463 -0.539 -1.010 -0.260
H 27.2279 22.5684 16.7938 -0.738 0.644 0.149
H 28.1500 21.7860 18.1330 -0.403 0.242 0.868
C 27.9394 16.7295 11.2319 0.732 -1.031 -0.787
O 26.5942 16.9742 11.3667 -1.824 -0.087 0.757
C 25.8726 16.4373 10.2698 -0.395 -1.557 0.934
C 24.3852 16.3192 10.6206 -0.163 1.861 -0.737
N 24.1709 15.4484 11.7350 0.383 -0.119 1.777
C 22.7814 15.1773 12.1303 0.953 -1.568 2.762
C 22.1824 16.2917 12.9706 -0.409 1.981 -1.645
O 23.0546 16.5564 14.0478 -0.427 -0.713 -0.201
C 22.9314 17.8341 14.6206 -0.600 0.404 0.141
H 28.1271 15.6268 11.0856 0.067 0.866 0.364
H 28.5044 17.1395 12.0608 -0.076 0.002 0.240
H 28.2047 17.2236 10.3115 0.991 0.214 -0.547
H 26.2437 15.4166 10.0472 -0.022 0.225 0.228
H 26.0722 17.0141 9.3971 -0.128 0.790 -0.884
H 23.8471 15.8717 9.7819 0.175 0.096 -0.278
H 23.9951 17.4023 10.6810 0.192 -1.315 0.362
H 24.6889 15.7794 12.5922 -0.819 -0.398 -1.414
H 22.7954 14.3360 12.9603 0.347 1.011 -1.799
H 22.1756 14.7639 11.3230 -0.029 0.506 -0.081
H 21.1465 16.0551 13.2711 0.304 -0.062 0.243
H 22.1265 17.2437 12.3616 -0.100 -0.706 0.367
H 23.2595 18.6500 13.9529 0.168 -0.357 0.052
H 23.5495 17.7450 15.5033 0.134 0.516 0.239
H 21.8897 18.1135 14.9198 0.492 -0.486 -0.105
C 18.3614 17.8024 18.7821 0.877 1.733 -1.420
O 19.3694 16.9178 18.3723 0.233 -0.247 0.346
C 19.5503 16.8375 16.9631 -0.990 0.554 0.668
C 20.4632 15.7184 16.6568 0.783 -0.230 0.308
N 19.8571 14.4362 16.9970 1.036 -0.516 0.554
C 20.2148 13.9282 18.3477 0.313 -1.059 -0.388
C 21.7207 13.7104 18.6837 -0.063 -1.280 -0.990
O 22.2095 12.4847 18.1068 0.345 -0.624 -0.574
C 23.6444 12.2679 18.0843 -1.301 2.838 1.498
H 17.4998 17.6620 18.1624 -1.010 -0.328 -0.162
H 18.6590 18.8735 18.5828 0.033 -0.682 0.173
H 18.1357 17.7556 19.8252 0.050 -0.536 0.640
H 19.8852 17.8016 16.5706 0.221 0.021 -0.032
H 18.6137 16.5910 16.4590 -0.432 0.174 0.124
H 21.4357 15.8851 17.1668 -0.252 -0.031 -0.379
H 20.6014 15.7512 15.5860 0.389 -0.064 -0.418
H 20.2531 13.7255 16.3730 -0.316 0.344 0.099
H 19.6284 12.9640 18.3851 0.879 0.829 0.585
H 19.9497 14.5789 19.1747 -0.873 0.367 -0.365
H 21.7541 13.5932 19.7678 0.392 0.430 0.189
H 22.3568 14.5130 18.2855 -0.356 0.030 0.584
H 23.8970 11.5300 17.3956 0.004 -1.439 -1.180
H 24.0040 11.9780 19.0917 -0.014 0.284 -0.414
H 24.1189 13.2205 17.7319 -0.028 -0.687 0.478
C 25.8178 23.1861 13.6343 -0.929 0.427 -2.271
O 24.5005 22.7963 13.2193 -0.555 -0.445 0.427
C 23.4780 23.3415 14.0833 0.434 -0.632 0.090
C 22.0267 23.0476 13.6018 0.705 -1.877 1.246
N 21.8708 21.5777 13.2961 0.238 0.685 1.205
C 21.3136 21.1632 12.0268 -0.784 1.051 0.006
C 22.4099 20.9071 11.0297 0.682 -0.499 -0.300
O 23.2918 19.9358 11.5766 -1.841 -0.677 0.573
C 24.6050 20.0521 11.1391 -1.312 -1.013 0.845
H 26.4964 22.7844 12.8699 -0.088 0.083 0.377
H 26.1387 22.8938 14.6051 -0.095 -0.549 1.091
H 25.8157 24.2642 13.5444 0.507 0.565 0.264
H 23.6654 24.4154 14.1053 -0.294 0.279 0.352
H 23.6827 22.8921 15.0824 -0.506 0.414 -0.264
H 21.7843 23.6363 12.7668 -0.015 0.705 -1.616
H 21.2752 23.4203 14.3658 0.964 -0.708 -0.340
H 22.7273 21.0416 13.4885 -0.510 0.614 -0.103
H 20.6580 22.0112 11.6865 0.435 -0.886 -0.021
H 20.6700 20.2790 12.1522 0.164 0.117 -0.031
H 22.9874 21.8152 10.9323 0.135 0.638 -0.274
H 22.0945 20.5630 10.0307 -0.244 0.193 0.202
H 24.6325 20.0530 10.1045 0.345 -0.643 -2.475
H 25.1122 19.2380 11.6080 0.858 -0.288 0.027
H 24.8933 20.9978 11.4056 1.658 2.366 1.127
C 25.7370 28.8476 25.5496 -0.081 0.199 0.419
O 25.4369 27.6211 24.9694 -0.841 -0.546 -0.020
C 25.6680 27.4449 23.5718 -0.004 0.341 0.361
C 25.1379 26.0486 23.3180 -0.313 0.256 -1.402
N 23.6987 26.1025 23.5531 0.272 -0.027 -0.438
C 22.9962 25.0183 22.9143 -1.681 -1.634 1.675
C 21.4750 25.1607 23.2466 0.607 -0.941 0.150
O 21.2822 25.0490 24.6609 -0.079 0.565 0.228
C 20.1231 25.7305 25.1210 -1.204 -1.295 -0.555
H 26.7135 29.1417 25.2059 0.777 0.435 0.238
H 25.6773 28.7824 26.6642 0.262 -0.246 -0.950
H 25.0450 29.6262 25.2576 -0.414 0.317 -0.260
H 26.7310 27.5761 23.4128 0.587 -0.268 -0.269
H 25.1691 28.1844 22.8653 0.068 -0.719 1.262
H 25.5813 25.2514 23.8927 0.657 -0.023 0.788
H 25.3745 25.7221 22.2805 -0.470 0.497 0.284
H 23.5565 26.0994 24.5675 -0.210 -0.077 -0.575
H 23.3416 23.9933 23.3128 -0.311 1.047 -0.840
H 22.9917 25.0516 21.8242 0.679 0.077 -0.049
H 20.8434 24.3567 22.7488 0.724 1.073 0.186
H 21.2692 26.1789 22.9071 -0.628 -0.044 -0.044
H 20.0155 26.6805 24.6369 0.052 0.739 -0.285
H 20.0748 25.8787 26.1948 0.746 -0.146 0.168
H 19.1794 25.1505 24.8965 0.819 0.329 -0.069
C 32.7498 20.4424 20.1212 0.034 -0.286 0.892
O 31.5117 19.8305 20.0398 -1.036 -1.201 1.768
C 30.8497 19.9578 18.8358 1.335 -2.383 -1.124
C 29.5284 19.2723 18.9032 -0.276 0.930 2.165
N 28.7239 19.7693 20.0341 1.105 0.481 -0.442
C 27.3593 19.2994 19.9751 0.951 -2.471 0.836
C 26.6102 19.5925 21.2405 -1.774 2.167 -0.105
O 26.5430 21.0284 21.3850 -0.374 0.909 0.902
C 26.3642 21.5807 22.7471 -0.335 -0.710 -2.140
H 33.0324 20.4269 21.1901 0.022 0.014 -0.522
H 32.6255 21.4742 19.8241 0.566 0.468 -0.400
H 33.4613 19.8385 19.5559 0.420 0.481 -0.265
H 31.4513 19.4254 18.0539 -0.293 0.338 0.104
H 30.8688 20.9560 18.5944 -0.662 2.639 -0.890
H 29.7086 18.2296 18.9919 0.188 -1.367 0.145
H 28.9199 19.4025 18.0745 -0.688 0.460 -2.106
H 29.2428 19.4603 20.8562 -0.639 0.199 0.146
H 27.3884 18.1685 19.9903 -0.267 0.430 -0.370
H 26.8699 19.5795 19.0403 -0.060 0.483 0.407
H 27.0518 19.1794 22.1476 0.167 -0.394 -0.092
H 25.5398 19.2896 21.1196 0.760 -0.483 0.297
H 26.1113 22.6686 22.6388 0.725 -0.988 0.100
H 27.3084 21.3208 23.2026 0.135 0.590 0.900
H 25.5138 21.1292 23.2678 0.106 -0.235 -0.027
C 24.2468 15.9872 19.0821 1.127 -0.830 -1.396
O 23.2226 16.3846 19.9225 0.343 -0.258 1.047
C 23.6174 16.3315 21.2977 0.974 -1.197 0.105
C 22.4937 16.8419 22.0963 0.560 1.917 -0.725
N 22.2131 18.2420 21.7231 0.700 -0.197 0.430
C 21.3089 18.7967 22.6994 -0.074 -0.606 0.302
C 20.7147 20.1104 22.3075 -0.027 0.275 -0.005
O 19.6572 19.7841 21.4325 -0.475 -0.286 -1.148
C 19.0518 20.9225 20.8752 0.725 0.888 -1.191
H 23.9187 15.8598 18.0540 -0.616 0.474 -0.178
H 24.6689 14.9791 19.2510 -0.133 0.271 0.770
H 25.0774 16.6906 18.9982 0.105 0.134 0.431
H 24.5356 16.8900 21.5194 -0.055 0.341 -0.506
H 23.8618 15.2952 21.6839 -0.350 0.509 -0.927
H 22.7423 16.7935 23.1411 0.009 -0.032 0.549
H 21.6697 16.2378 21.8677 -1.621 -1.122 0.052
H 21.8025 18.2630 20.8024 -0.167 -0.090 -0.220
H 21.8362 18.7459 23.6641 -0.327 0.549 -0.133
H 20.4269 18.1686 22.7611 -0.400 -0.525 0.533
H 21.4816 20.7047 21.7573 -0.516 0.222 0.650
H 20.2081 20.5818 23.1745 0.919 0.360 -0.181
H 18.2036 20.6747 20.1944 0.607 -0.213 0.769
H 19.7871 21.5307 20.2485 -0.667 -0.675 0.665
H 18.7250 21.5750 21.6798 -0.373 0.282 0.124
C 18.4813 17.8788 13.4756 0.148 -1.217 0.654
O 17.7770 18.7699 14.3242 0.178 -0.888 -0.379
C 18.1172 20.0574 13.9594 1.666 1.426 0.510
C 17.3861 21.1029 14.7897 -0.134 -0.671 -1.804
N 17.7078 20.9089 16.1578 0.609 -1.842 1.208
C 16.9769 21.7530 17.0381 -1.263 1.404 -0.683
C 17.4882 23.2023 17.0318 1.518 -0.370 0.860
O 17.5897 23.8282 15.7775 -0.726 0.686 -0.335
C 17.6903 25.2796 15.9090 1.741 -2.347 -1.374
H 18.4895 18.2114 12.4115 -0.305 -0.288 0.600
H 17.9832 16.8849 13.6237 0.555 0.787 -0.493
H 19.5549 17.7803 13.7904 -0.711 0.181 -0.159
H 17.9459 20.1733 12.9010 -0.384 0.384 -0.616
H 19.2544 20.2389 14.0821 -1.377 -0.286 0.072
H 16.2786 21.0889 14.5907 0.595 -0.119 0.120
H 17.7643 22.0449 14.3842 -0.154 0.113 0.455
H 17.6234 19.8934 16.4350 0.029 1.601 -0.622
H 16.9800 21.3360 18.0781 -0.175 0.590 -0.879
H 15.9225 21.9390 16.6163 0.665 -0.848 0.891
H 18.4618 23.2825 17.5490 0.058 -0.247 -0.150
H 16.8207 23.7607 17.6308 -1.088 0.724 0.905
H 18.7031 25.4324 16.2945 -0.322 0.632 0.293
H 16.9232 25.6832 16.5066 -0.935 0.510 0.853
H 17.6573 25.6568 14.8852 -0.141 0.090 0.187
C 25.3205 24.6054 18.0918 0.662 1.773 0.979
O 24.6229 23.4354 18.2285 -0.361 -0.685 -0.936
C 24.7489 22.8152 19.4789 -1.235 0.177 1.257
C 24.2041 21.3922 19.3665 0.436 1.232 -0.613
N 24.9599 20.7302 18.2829 -0.158 0.655 1.901
C 24.4420 19.4565 17.9298 -0.194 -1.323 1.024
C 22.9445 19.3395 17.7607 0.101 0.187 0.475
O 22.6198 20.3316 16.8098 2.268 -1.079 -0.348
C 21.3048 20.5519 16.6813 -3.329 -0.934 0.304
H 26.4125 24.4589 18.2529 -0.418 0.176 -0.004
H 24.9617 25.4373 18.7765 0.291 -1.030 -0.100
H 25.1598 25.0611 17.1248 -0.048 -0.375 -0.620
H 24.0702 23.4114 20.1861 1.104 -0.742 -0.344
H 25.7883 22.7520 19.8313 -0.121 0.330 -0.109
H 23.1608 21.4933 19.0772 -0.412 -0.089 0.148
H 24.2715 20.9714 20.3737 0.173 -0.500 -0.395
H 24.8961 21.3754 17.5190 -0.091 0.122 -0.581
H 24.7051 18.6771 18.6640 0.124 0.410 0.212
H 24.9790 19.1557 17.0649 0.159 -0.441 -1.258
H 22.4147 19.4970 18.7543 0.378 0.027 -1.053
H 22.7038 18.3088 17.4409 -0.206 0.377 -0.100
H 20.6602 19.6201 16.4387 1.055 1.083 0.376
H 21.0905 21.2348 15.8778 0.097 0.490 -0.230
H 20.9695 20.9279 17.6561 -0.755 0.225 -0.112
C 25.4350 28.1433 16.0875 0.650 -1.460 0.447
C 26.7482 28.2816 16.7942 0.418 -0.886 0.043
C 26.6434 27.9337 18.3158 -1.173 -1.011 -0.709
O 25.7508 28.7406 19.0382 -0.295 1.064 -0.106
C 25.6139 28.4598 20.4179 1.854 -0.436 -0.476
N 27.6686 27.3800 16.0924 -0.733 0.393 -0.180
H 24.7138 28.6499 16.6405 -1.597 0.944 0.663
H 25.2544 27.0842 16.1575 -0.767 -0.670 -0.087
H 25.4342 28.3737 15.0460 0.235 0.553 -0.605
H 27.0313 29.2917 16.6240 0.882 0.994 0.301
H 27.6315 27.9205 18.7522 0.464 -0.082 0.288
H 26.1475 26.9358 18.3864 1.068 0.093 -0.289
H 24.8658 29.1331 20.7568 -0.764 0.318 0.506
H 26.5726 28.6801 20.9553 -0.541 -0.078 -0.290
H 25.3845 27.4014 20.6436 -0.241 0.314 -0.305
H 27.3020 26.4368 16.0052 0.258 0.210 0.189
H 28.6409 27.3873 16.3169 0.412 -0.146 0.428
C 21.2699 24.4704 17.0291 0.173 -0.128 0.025
C 21.5494 25.1118 18.3808 -0.668 -1.593 0.751
C 21.3279 26.5938 18.3585 1.826 -0.343 -0.712
O 21.5710 27.1351 19.6097 0.368 -0.329 0.471
C 21.1164 28.4407 19.7325 0.811 0.537 1.497
N 20.6704 24.5647 19.4059 -0.952 -1.958 -1.119
H 20.8132 23.4733 17.0998 -0.065 0.361 0.217
H 22.2431 24.2919 16.6109 0.391 -0.006 -0.778
H 20.6781 25.1032 16.3607 0.116 -0.113 0.059
H 22.5200 24.6954 18.7186 0.070 1.222 -0.391
H 20.3235 26.7773 18.0607 -1.210 0.149 -0.410
H 21.9977 27.0225 17.6189 0.206 0.518 -0.360
H 21.4995 28.7786 20.7124 -0.364 0.057 -0.392
H 20.0475 28.5047 19.7244 -0.904 -0.035 -0.010
H 21.5024 29.1156 18.9881 0.355 0.216 -0.615
H 20.6578 25.1958 20.1380 0.096 1.402 2.110
H 19.7041 24.5259 19.0928 0.025 -0.089 -0.230
C 28.1821 24.5156 21.3654 -1.576 0.488 1.590
C 29.4586 24.4621 20.5910 0.422 1.254 -0.451
C 30.3331 25.7185 20.8713 -0.049 -0.929 -2.440
O 29.5001 26.8333 20.8933 -0.128 -0.244 -0.484
C 30.1234 27.9638 21.4149 -0.012 0.585 -0.660
N 30.2190 23.2666 20.8445 0.321 -0.055 -0.543
H 28.3248 24.6423 22.4834 0.190 -0.125 -1.089
H 27.5228 23.6520 21.2624 0.502 -0.452 -0.251
H 27.5194 25.3327 21.0748 0.295 0.332 -0.104
H 29.2464 24.5136 19.5147 -0.166 -0.127 0.070
H 31.1332 25.7698 20.0552 -0.885 0.134 0.775
H 30.8650 25.6638 21.7768 0.677 -0.432 1.610
H 29.2677 28.6496 21.5329 0.879 0.307 0.137
H 30.9351 28.3558 20.7344 -0.860 -0.119 0.477
H 30.5991 27.7161 22.3613 -0.020 0.201 0.397
H 29.6505 22.4936 20.5334 -0.030 -0.577 -0.122
H 30.2422 23.1817 21.8385 0.340 -0.351 0.874
```
Positions in Å, forces in eV/Å.